Record 1
Molecular formula: C4H10O
Method: DFT, ωB97M-V with the def2-TZVPD basis set

Output
- energy above the lowest of the compared OMol25 structures with the same formula, charge and spin (kcal/mol) = 4.82
- frontier orbital gap (eV) = 11.258
- E_LUMO (eV) = 0.98
- SMILES = CC[C@@H](C)O
- HOMO level (eV) = -10.278
- DFT total energy (hartree) = -233.63726

Last column: Mulliken charge in e.
Geometry (Å):
C (-1.507, -0.270, -1.260)  -1.144
C (-0.850, 0.413, -0.062)  -0.541
C (0.633, 0.054, 0.050)  0.356
C (1.250, 0.398, 1.403)  -1.284
O (0.741, -1.348, -0.172)  -0.551
H (-1.368, -1.351, -1.195)  0.293
H (-1.053, 0.062, -2.202)  0.282
H (-2.580, -0.057, -1.304)  0.363
H (-0.943, 1.504, -0.142)  0.317
H (-1.364, 0.123, 0.864)  0.327
H (1.173, 0.597, -0.745)  0.262
H (1.308, 1.477, 1.579)  0.338
H (0.662, -0.059, 2.207)  0.326
H (2.266, -0.011, 1.460)  0.332
H (1.633, -1.533, -0.483)  0.323



Record 2
Molecular formula: C4H10O
Method: DFT, ωB97M-V with the def2-TZVPD basis set

Output
- energy above the lowest of the compared OMol25 structures with the same formula, charge and spin (kcal/mol) = 21.84
- frontier orbital gap (eV) = 9.923
- E_LUMO (eV) = 0.64
- SMILES = C/C=C/C.O
- HOMO level (eV) = -9.288
- DFT total energy (hartree) = -233.61014

Last column: Mulliken charge in e.
Geometry (Å):
C (-0.669, 2.216, 1.116)  -1.002
C (-0.636, 0.808, 0.570)  -0.031
C (-1.557, 0.265, -0.244)  -0.056
C (-1.404, -1.162, -0.760)  -1.058
H (0.150, 2.820, 0.692)  0.256
H (-0.657, 2.327, 2.214)  0.287
H (-1.628, 2.605, 0.734)  0.257
H (0.186, 0.156, 0.893)  0.235
H (-2.468, 0.771, -0.591)  0.263
H (-0.720, -1.729, -0.105)  0.285
H (-1.004, -1.183, -1.788)  0.254
H (-2.388, -1.659, -0.755)  0.309
O (4.529, -2.349, -0.793)  -0.647
H (4.437, -2.001, 0.123)  0.323
H (3.831, -1.883, -1.307)  0.324



Record 3
Molecular formula: C4H10O
Method: DFT, ωB97M-V with the def2-TZVPD basis set

Output
- energy above the lowest of the compared OMol25 structures with the same formula, charge and spin (kcal/mol) = 20.03
- frontier orbital gap (eV) = 9.937
- E_LUMO (eV) = 0.86
- SMILES = C/C=C/C.O
- HOMO level (eV) = -9.076
- DFT total energy (hartree) = -233.61302

Last column: Mulliken charge in e.
Geometry (Å):
C (1.351, 2.455, -1.047)  -1.068
C (0.443, 1.317, -0.671)  -0.026
C (0.802, 0.029, -0.562)  -0.103
C (-0.133, -1.108, -0.151)  -0.977
H (1.288, 3.340, -0.392)  0.305
H (1.116, 2.764, -2.080)  0.256
H (2.384, 2.070, -1.021)  0.277
H (-0.599, 1.627, -0.513)  0.252
H (1.857, -0.252, -0.675)  0.235
H (0.323, -1.690, 0.668)  0.291
H (-0.359, -1.794, -0.985)  0.299
H (-1.078, -0.671, 0.212)  0.259
O (-2.161, -2.460, 2.518)  -0.632
H (-2.898, -2.799, 3.076)  0.309
H (-2.337, -2.829, 1.623)  0.323



Record 4
Molecular formula: C4H10O
Method: DFT, ωB97M-V with the def2-TZVPD basis set

Output
- energy above the lowest of the compared OMol25 structures with the same formula, charge and spin (kcal/mol) = 12.82
- frontier orbital gap (eV) = 10.879
- E_LUMO (eV) = 1.16
- SMILES = COC(C)C
- HOMO level (eV) = -9.720
- DFT total energy (hartree) = -233.62453

Last column: Mulliken charge in e.
Geometry (Å):
C (1.903, -0.350, -0.680)  -0.701
O (0.923, -0.561, 0.301)  -0.375
C (-0.210, 0.284, 0.160)  0.562
C (-1.220, -0.319, -0.813)  -1.202
C (-0.798, 0.474, 1.550)  -1.375
H (2.677, -1.109, -0.535)  0.251
H (2.363, 0.646, -0.581)  0.280
H (1.504, -0.445, -1.701)  0.278
H (0.124, 1.263, -0.225)  0.289
H (-1.647, -1.237, -0.393)  0.304
H (-0.751, -0.569, -1.772)  0.305
H (-2.038, 0.382, -1.010)  0.348
H (-1.661, 1.148, 1.522)  0.379
H (-0.043, 0.885, 2.227)  0.324
H (-1.127, -0.491, 1.952)  0.334



Record 5
Molecular formula: C4H10O
Method: DFT, ωB97M-V with the def2-TZVPD basis set

Output
- energy above the lowest of the compared OMol25 structures with the same formula, charge and spin (kcal/mol) = 97.55
- frontier orbital gap (eV) = 10.482
- E_LUMO (eV) = 0.96
- HOMO level (eV) = -9.523
- DFT total energy (hartree) = -233.48950

Last column: Mulliken charge in e.
Geometry (Å):
C (-1.474, -0.370, -0.409)  -1.152
C (-0.236, 0.067, 0.290)  0.479
C (0.084, 1.471, -0.041)  -0.954
C (0.930, -0.891, 0.059)  -0.582
O (2.012, -0.522, 0.891)  -0.509
H (-2.362, 0.205, -0.127)  0.371
H (-1.674, -1.453, -0.177)  0.350
H (-1.150, 0.367, -1.701)  0.151
H (-0.650, -0.035, 1.302)  0.237
H (1.124, 1.744, 0.246)  0.325
H (-0.410, 1.291, -1.513)  0.080
H (-0.628, 2.214, 0.332)  0.318
H (1.215, -0.853, -1.007)  0.293
H (0.594, -1.916, 0.278)  0.279
H (2.800, -0.992, 0.594)  0.313



Record 6
Molecular formula: C4H10O
Method: DFT, ωB97M-V with the def2-TZVPD basis set

Output
- energy above the lowest of the compared OMol25 structures with the same formula, charge and spin (kcal/mol) = 118.11
- frontier orbital gap (eV) = 7.700
- E_LUMO (eV) = 0.77
- HOMO level (eV) = -6.932
- DFT total energy (hartree) = -233.45673

Last column: Mulliken charge in e.
Geometry (Å):
C (2.012, -0.126, 0.031)  -1.045
C (0.917, -0.050, -1.006)  -0.257
C (-0.289, 0.669, -0.792)  -0.139
C (-1.766, -0.683, 0.328)  -1.417
O (-0.326, 1.652, 0.125)  -0.482
H (1.582, -0.089, 1.041)  0.291
H (2.735, 0.700, -0.042)  0.273
H (2.571, -1.066, -0.061)  0.334
H (1.104, -0.398, -2.022)  0.403
H (-0.216, -0.645, -0.479)  0.192
H (-0.990, 0.701, -1.625)  0.346
H (-1.977, -1.679, -0.090)  0.406
H (-1.469, -0.772, 1.382)  0.308
H (-2.690, -0.085, 0.262)  0.368
H (-1.251, 1.780, 0.390)  0.419



Record 7
Molecular formula: C4H10O
Method: DFT, ωB97M-V with the def2-TZVPD basis set

Output
- energy above the lowest of the compared OMol25 structures with the same formula, charge and spin (kcal/mol) = 35.18
- frontier orbital gap (eV) = 10.343
- E_LUMO (eV) = 0.83
- SMILES = C=CO.CC
- HOMO level (eV) = -9.516
- DFT total energy (hartree) = -233.58889

Last column: Mulliken charge in e.
Geometry (Å):
C (4.134, -0.775, -2.027)  -0.605
C (3.189, -1.132, -2.856)  0.010
O (2.010, -0.394, -2.891)  -0.492
H (5.140, -1.176, -1.925)  0.247
H (3.949, 0.012, -1.291)  0.212
H (3.159, -1.966, -3.545)  0.312
H (1.244, -0.970, -2.797)  0.316
C (-3.376, 1.300, 2.376)  -0.805
C (-2.295, 0.309, 1.955)  -0.759
H (-3.206, 1.799, 3.333)  0.275
H (-4.356, 0.848, 2.486)  0.262
H (-3.487, 2.112, 1.659)  0.261
H (-2.745, -0.673, 1.790)  0.252
H (-1.821, 0.516, 1.005)  0.262
H (-1.540, 0.192, 2.729)  0.252



Record 8
Molecular formula: C4H10O
Method: DFT, ωB97M-V with the def2-TZVPD basis set

Output
- energy above the lowest of the compared OMol25 structures with the same formula, charge and spin (kcal/mol) = 6.48
- frontier orbital gap (eV) = 11.209
- E_LUMO (eV) = 1.01
- SMILES = CC[C@@H](C)O
- HOMO level (eV) = -10.195
- DFT total energy (hartree) = -233.63463

Last column: Mulliken charge in e.
Geometry (Å):
C (-0.071, 1.948, 0.403)  -1.149
C (0.103, 0.447, 0.642)  -0.537
C (0.060, -0.435, -0.620)  0.513
C (1.043, -1.594, -0.561)  -1.488
O (-1.230, -1.028, -0.771)  -0.578
H (-0.865, 2.155, -0.326)  0.309
H (0.848, 2.410, 0.024)  0.315
H (-0.337, 2.466, 1.331)  0.351
H (1.032, 0.276, 1.202)  0.307
H (-0.710, 0.065, 1.268)  0.331
H (0.282, 0.175, -1.512)  0.229
H (2.074, -1.244, -0.685)  0.369
H (0.968, -2.114, 0.401)  0.337
H (0.816, -2.309, -1.356)  0.376
H (-1.867, -0.330, -0.969)  0.315



Record 9
Molecular formula: C4H10O2
Method: DFT, ωB97M-V with the def2-TZVPD basis set

Output
- energy above the lowest of the compared OMol25 structures with the same formula, charge and spin (kcal/mol) = 109.13
- frontier orbital gap (eV) = 9.868
- E_LUMO (eV) = 0.92
- HOMO level (eV) = -8.947
- DFT total energy (hartree) = -308.72425

Last column: Mulliken charge in e.
Geometry (Å):
C (3.006, -0.207, -0.175)  -0.698
O (1.761, 0.429, -0.324)  -0.299
C (0.699, -0.206, 0.355)  -0.417
C (-0.591, 0.597, 0.075)  -0.365
O (-1.602, -0.338, -0.317)  -0.299
C (-2.883, -0.021, -0.706)  -0.556
H (3.723, 0.359, -0.776)  0.241
H (3.351, -0.210, 0.872)  0.288
H (2.989, -1.247, -0.537)  0.292
H (0.560, -1.238, -0.005)  0.338
H (0.921, -0.262, 1.435)  0.291
H (-0.915, 1.149, 0.964)  0.264
H (-0.340, 1.317, -0.718)  0.315
H (-4.022, -0.481, 0.171)  0.117
H (-3.560, 0.700, -0.154)  0.178
H (-3.044, -0.425, -1.710)  0.309



Record 10
Molecular formula: C4H10O2
Method: DFT, ωB97M-V with the def2-TZVPD basis set

Output
- energy above the lowest of the compared OMol25 structures with the same formula, charge and spin (kcal/mol) = 31.58
- frontier orbital gap (eV) = 11.111
- E_LUMO (eV) = 1.02
- HOMO level (eV) = -10.091
- DFT total energy (hartree) = -308.84783

Last column: Mulliken charge in e.
Geometry (Å):
C (1.391, -0.467, 0.766)  -1.418
C (-0.052, -0.150, 0.461)  0.516
O (0.985, 2.674, -0.184)  -0.654
C (-1.046, -1.280, 0.170)  -0.550
C (-1.513, -0.358, -0.958)  -0.334
O (-0.286, 0.392, -0.869)  -0.554
H (1.959, 0.458, 0.906)  0.341
H (1.441, -1.049, 1.694)  0.349
H (1.841, -1.055, -0.040)  0.326
H (-0.446, 0.560, 1.202)  0.238
H (1.767, 2.399, -0.677)  0.301
H (-1.755, -1.558, 0.951)  0.293
H (-0.535, -2.166, -0.217)  0.240
H (-2.373, 0.267, -0.681)  0.250
H (-1.670, -0.780, -1.954)  0.251
H (0.292, 2.111, -0.571)  0.403



Record 11
Molecular formula: C4H10O2
Method: DFT, ωB97M-V with the def2-TZVPD basis set

Output
- energy above the lowest of the compared OMol25 structures with the same formula, charge and spin (kcal/mol) = 33.43
- frontier orbital gap (eV) = 11.194
- E_LUMO (eV) = 0.92
- SMILES = CCC(=O)CO.[H][H]
- HOMO level (eV) = -10.274
- DFT total energy (hartree) = -308.84488

Last column: Mulliken charge in e.
Geometry (Å):
C (-2.242, -0.558, -0.092)  -1.159
C (-1.116, 0.346, 0.393)  -0.392
C (0.154, 0.156, -0.398)  0.749
O (0.241, -0.640, -1.314)  -0.639
C (1.378, 0.998, -0.061)  -0.643
O (2.491, 0.519, -0.753)  -0.539
H (-3.178, -0.326, 0.425)  0.372
H (-2.395, -0.437, -1.168)  0.297
H (-1.998, -1.609, 0.085)  0.293
H (-1.394, 1.408, 0.332)  0.311
H (-0.885, 0.165, 1.453)  0.279
H (1.560, 0.975, 1.023)  0.343
H (1.157, 2.044, -0.330)  0.327
H (2.121, -0.104, -1.406)  0.379
H (1.836, -1.657, 1.141)  0.155
H (2.272, -1.281, 0.668)  -0.133



Record 12
Molecular formula: C4H10O2
Method: DFT, ωB97M-V with the def2-TZVPD basis set

Output
- energy above the lowest of the compared OMol25 structures with the same formula, charge and spin (kcal/mol) = 77.83
- frontier orbital gap (eV) = 10.693
- E_LUMO (eV) = 1.00
- SMILES = COCCOC
- HOMO level (eV) = -9.697
- DFT total energy (hartree) = -308.77413

Last column: Mulliken charge in e.
Geometry (Å):
C (2.251, 0.193, 0.593)  -0.401
O (2.227, -0.381, -0.684)  -0.367
C (0.914, -0.761, -0.882)  -0.394
C (-0.294, 0.426, -0.381)  -0.549
O (-1.218, -0.456, 0.190)  -0.306
C (-2.514, 0.037, 0.367)  -0.739
H (3.170, 0.765, 0.716)  0.287
H (1.315, 0.774, 0.591)  0.144
H (2.134, -0.566, 1.380)  0.266
H (0.883, -1.117, -1.935)  0.303
H (0.623, -1.594, -0.226)  0.319
H (-0.266, 1.322, 0.326)  0.261
H (-0.621, 0.915, -1.302)  0.341
H (-2.574, 0.838, 1.125)  0.283
H (-2.920, 0.419, -0.581)  0.311
H (-3.112, -0.814, 0.703)  0.242



Record 13
Molecular formula: C4H10O2
Method: DFT, ωB97M-V with the def2-TZVPD basis set

Output
- energy above the lowest of the compared OMol25 structures with the same formula, charge and spin (kcal/mol) = 48.42
- frontier orbital gap (eV) = 10.862
- E_LUMO (eV) = 0.94
- SMILES = CO[C@H](C)CO
- HOMO level (eV) = -9.920
- DFT total energy (hartree) = -308.82100

Last column: Mulliken charge in e.
Geometry (Å):
C (1.714, -1.200, -0.036)  -0.623
O (0.623, -0.672, 0.802)  -0.378
C (-0.169, 0.153, -0.062)  0.565
C (0.301, 1.565, -0.029)  -1.404
C (-1.623, 0.056, 0.421)  -0.596
O (-2.181, -1.202, -0.044)  -0.503
H (2.423, -1.727, 0.733)  0.238
H (2.342, -0.384, -0.661)  0.255
H (1.345, -1.948, -0.864)  0.256
H (-0.011, -0.321, -1.078)  0.275
H (-0.145, 2.252, -0.816)  0.315
H (1.400, 1.666, 0.057)  0.347
H (-0.059, 2.047, 0.887)  0.328
H (-2.239, 0.919, 0.135)  0.315
H (-1.674, -0.010, 1.580)  0.288
H (-2.044, -1.193, -1.027)  0.322



Record 14
Molecular formula: C4H10O2
Method: DFT, ωB97M-V with the def2-TZVPD basis set

Output
- energy above the lowest of the compared OMol25 structures with the same formula, charge and spin (kcal/mol) = 33.67
- frontier orbital gap (eV) = 9.528
- E_LUMO (eV) = 0.57
- SMILES = C/C=C(/C)O.O
- HOMO level (eV) = -8.955
- DFT total energy (hartree) = -308.84450

Last column: Mulliken charge in e.
Geometry (Å):
C (-0.358, 0.578, 1.263)  -0.948
C (0.546, -0.399, 0.555)  -0.339
C (0.134, -1.361, -0.257)  0.613
C (1.019, -2.293, -1.011)  -1.092
O (-1.222, -1.548, -0.501)  -0.522
H (-1.063, 0.000, 1.865)  0.311
H (0.230, 1.062, 2.040)  0.420
H (-0.884, 1.212, 0.555)  0.053
H (1.565, -0.040, 0.426)  0.262
H (0.535, -2.634, -1.930)  0.330
H (2.002, -1.885, -1.199)  0.326
H (1.154, -3.226, -0.451)  0.254
H (-1.522, -0.739, -0.928)  0.327
O (-0.353, 3.930, -0.078)  -0.641
H (-0.936, 4.008, -0.845)  0.323
H (-0.847, 3.333, 0.495)  0.323



Record 15
Molecular formula: C4H10O2
Method: DFT, ωB97M-V with the def2-TZVPD basis set

Output
- energy above the lowest of the compared OMol25 structures with the same formula, charge and spin (kcal/mol) = 41.78
- frontier orbital gap (eV) = 10.705
- E_LUMO (eV) = 0.62
- SMILES = CCC(C)=O.O
- HOMO level (eV) = -10.082
- DFT total energy (hartree) = -308.83158

Last column: Mulliken charge in e.
Geometry (Å):
C (-2.463, 0.022, 0.877)  -1.174
C (-0.967, 0.277, 0.657)  -0.231
C (-0.313, -0.741, -0.226)  0.560
C (0.981, -0.229, -0.912)  -1.005
O (-0.678, -1.906, -0.248)  -0.558
H (-2.506, -0.677, 1.729)  0.268
H (-2.939, -0.456, 0.004)  0.322
H (-3.035, 0.929, 1.136)  0.348
H (-1.046, 1.276, 0.185)  0.281
H (-0.465, 0.407, 1.635)  0.308
H (0.761, 0.219, -1.896)  0.331
H (1.648, -1.095, -1.061)  0.354
H (1.509, 0.518, -0.295)  0.225
O (3.473, 0.293, -0.346)  -0.771
H (2.567, -0.044, -0.529)  0.423
H (3.475, 1.207, -0.710)  0.320